1.
A molecular structure, C26H17IrN4O4, computed with ωB97M-V/def2-TZVPD.

Computed properties:
Energy above the lowest of the compared OMol25 structures with the same formula, charge and spin, eV: 0.085
Total charge: 0
Gap between HOMO and LUMO, eV: 7.51
E_tot, eV: -44228.0140

Each line ends with the Löwdin charge.
Atoms and positions in Å:
Ir 0.21 -0.21 -1.78  1.387
O -3.06 2.19 -1.79  0.086
C -1.99 1.64 -1.81  -0.581
O -1.78 0.36 -2.01  -0.165
C -0.72 2.46 -1.63  -0.154
C -0.60 3.84 -1.56  0.028
C 0.67 4.39 -1.47  -0.018
C 1.81 3.58 -1.47  0.029
C 1.63 2.21 -1.54  -0.160
N 0.39 1.73 -1.59  -0.037
C 2.71 1.13 -1.61  -0.586
O 3.87 1.45 -1.56  0.094
O 2.26 -0.09 -1.73  -0.178
H -1.50 4.45 -1.59  0.128
H 0.79 5.46 -1.42  0.115
H 2.81 3.98 -1.43  0.130
N -0.38 -0.78 -0.01  -0.001
C -0.30 -0.13 1.08  -0.295
C 0.52 1.08 1.39  -0.210
C 1.90 0.96 1.44  -0.041
C 2.68 2.05 1.82  -0.066
C 2.08 3.25 2.16  -0.083
C 0.70 3.37 2.11  -0.075
C -0.09 2.28 1.75  -0.031
C -1.08 -0.68 2.23  -0.170
C -0.59 -0.62 3.53  -0.024
C -1.31 -1.16 4.58  -0.078
C -2.55 -1.75 4.35  -0.089
C -3.06 -1.79 3.06  -0.078
C -2.33 -1.27 2.00  -0.032
H 2.37 0.03 1.16  0.127
H 3.76 1.95 1.84  0.112
H 2.69 4.10 2.45  0.104
H 0.22 4.31 2.38  0.106
H -1.17 2.36 1.74  0.129
H 0.37 -0.15 3.72  0.116
H -0.92 -1.12 5.59  0.103
H -3.12 -2.16 5.17  0.101
H -4.03 -2.24 2.87  0.103
H -2.71 -1.28 0.99  0.108
N -0.37 -7.36 -3.79  0.179
C -0.28 -6.27 -3.45  -0.162
C -0.17 -4.90 -3.03  -0.205
C 0.74 -4.04 -3.65  0.012
C 0.81 -2.74 -3.22  -0.092
N 0.04 -2.27 -2.23  -0.096
C -0.82 -3.09 -1.63  -0.083
C -0.96 -4.41 -2.00  0.021
H 1.38 -4.39 -4.45  0.128
H 1.52 -2.04 -3.65  0.117
H -1.39 -2.64 -0.82  0.096
H -1.67 -5.04 -1.49  0.128

---

2.
7 unconnected molecules or ions with the total composition C33H46ClFN5O21S, computed with ωB97M-V/def2-TZVPD.

Computed properties:
Total charge: +1
Gap between HOMO and LUMO, eV: 6.22
E_tot, eV: -111469.0444

Each line ends with the Löwdin charge.
Atoms and positions in Å:
O -0.31 5.73 -4.85  -0.270
S -1.60 6.55 -4.57  0.930
O -1.65 7.80 -5.47  -0.287
F -1.56 7.06 -2.91  -0.198
N -2.95 5.44 -4.78  -0.165
C -3.06 4.07 -4.15  -0.054
C -2.07 3.24 -3.14  -0.088
C -2.28 3.10 -1.50  0.008
C -1.33 2.26 -0.48  -0.052
N -0.15 1.51 -0.99  0.014
C 0.09 1.61 -2.46  -0.091
C -0.71 2.40 -3.64  0.018
N -4.34 3.29 -4.46  0.185
C -5.03 4.32 -5.33  -0.176
N -6.29 4.09 -5.85  0.064
C -7.03 2.79 -5.55  -0.132
C -6.69 1.56 -6.58  -0.192
O -7.31 0.34 -5.98  -0.145
N -4.14 5.56 -5.48  -0.467
Cl -4.66 6.93 -6.39  0.835
H -3.21 3.67 -1.03  0.102
H -1.64 2.24 0.68  0.128
H 1.05 1.00 -2.84  0.122
H -0.39 2.36 -4.78  0.114
H -6.70 4.87 -6.44  0.157
H -6.84 2.42 -4.45  0.136
H -8.19 3.05 -5.67  0.165
H -5.54 1.32 -6.68  0.131
H -7.23 1.69 -7.63  0.150
H -7.03 0.31 -4.99  0.112
C 2.85 -1.27 2.90  -0.007
C 1.70 -0.45 3.47  -0.339
C 0.35 -0.94 3.06  -0.108
O -0.44 0.23 3.15  0.052
C 0.41 1.28 2.94  -0.514
O 0.06 2.44 2.76  0.098
O 1.71 0.87 2.95  0.089
H 3.80 -0.77 3.09  0.084
H 2.88 -2.26 3.35  0.063
H 2.76 -1.37 1.82  0.093
H 1.79 -0.38 4.56  0.161
H -0.04 -1.72 3.72  0.141
H 0.31 -1.30 2.02  0.117
C 4.71 -6.87 4.94  -0.012
C 3.56 -6.06 5.51  -0.348
C 2.21 -6.55 5.10  -0.110
O 1.42 -5.37 5.19  0.070
C 2.27 -4.32 4.98  -0.474
O 1.92 -3.17 4.80  0.111
O 3.58 -4.74 4.99  0.095
H 5.66 -6.37 5.13  0.095
H 4.74 -7.87 5.39  0.097
H 4.62 -6.98 3.86  0.086
H 3.65 -5.99 6.60  0.163
H 1.82 -7.33 5.76  0.145
H 2.17 -6.91 4.06  0.144
C -3.03 -3.81 -1.57  -0.021
C -2.12 -3.68 -0.36  -0.350
C -1.44 -2.35 -0.26  -0.115
O -0.27 -2.66 0.48  0.026
C 0.01 -3.98 0.22  -0.495
O 1.04 -4.54 0.54  0.140
O -1.03 -4.57 -0.45  0.092
H -3.36 -4.85 -1.69  0.092
H -3.91 -3.17 -1.47  0.090
H -2.50 -3.55 -2.49  0.090
H -2.68 -3.92 0.55  0.165
H -2.04 -1.60 0.26  0.144
H -1.13 -1.94 -1.23  0.139
C 5.99 1.05 6.63  -0.020
C 6.52 -0.35 6.40  -0.353
C 7.96 -0.40 5.99  -0.114
O 8.03 -1.61 5.26  0.065
C 6.78 -1.83 4.75  -0.503
O 6.51 -2.68 3.92  0.128
O 5.87 -0.96 5.29  0.078
H 4.90 1.03 6.76  0.089
H 6.44 1.49 7.52  0.092
H 6.20 1.70 5.78  0.091
H 6.33 -0.98 7.28  0.163
H 8.64 -0.42 6.85  0.145
H 8.25 0.42 5.32  0.143
C -9.27 10.79 -3.96  -0.013
C -8.74 9.39 -4.20  -0.348
C -7.30 9.34 -4.61  -0.114
O -7.23 8.13 -5.33  -0.024
C -8.48 7.91 -5.85  -0.508
O -8.75 7.06 -6.68  0.123
O -9.39 8.78 -5.31  0.100
H -10.36 10.77 -3.84  0.095
H -8.82 11.23 -3.07  0.096
H -9.06 11.44 -4.82  0.095
H -8.93 8.76 -3.32  0.164
H -6.62 9.32 -3.75  0.146
H -7.01 10.16 -5.28  0.147
C 6.69 -5.55 0.86  -0.014
C 7.48 -6.84 0.98  -0.352
C 7.07 -7.91 0.02  -0.116
O 7.44 -9.09 0.70  0.064
C 7.40 -8.80 2.03  -0.506
O 7.49 -9.63 2.92  0.132
O 7.24 -7.46 2.24  0.075
H 6.91 -4.88 1.69  0.085
H 6.92 -5.04 -0.08  0.091
H 5.61 -5.75 0.89  0.089
H 8.56 -6.62 0.91  0.163
H 7.58 -7.83 -0.94  0.143
H 5.99 -7.94 -0.16  0.142

---

3.
A single C3H6FNO2 molecule, computed with ωB97M-V/def2-TZVPD.

Computed properties:
Energy above the lowest of the compared OMol25 structures with the same formula, charge and spin, eV: 3.667
Total charge: 0
Gap between HOMO and LUMO, eV: 10.88
E_tot, eV: -11507.6264

Each line ends with the Löwdin charge.
Atoms and positions in Å:
C -0.36 -0.75 1.76  0.023
C -0.55 -0.14 0.44  -0.442
O -1.55 0.36 -0.01  0.099
N 0.70 0.20 -0.21  -0.045
F 1.77 -0.56 0.11  0.008
C 0.56 0.77 -1.60  -0.126
O 0.02 0.21 -2.89  -0.039
H -1.28 -0.87 2.18  0.066
H 0.31 -0.17 2.36  0.104
H 0.02 -1.67 1.61  0.061
H -0.01 1.79 -1.47  0.161
H 1.60 0.92 -1.95  0.123
H -0.87 0.14 -2.76  0.007

---

4.
A molecular structure, C43H41F2HfIN4O2Te, computed with ωB97M-V/def2-TZVPD.

Computed properties:
Energy above the lowest of the compared OMol25 structures with the same formula, charge and spin, eV: 0.923
Total charge: 0
Gap between HOMO and LUMO, eV: 5.59
E_tot, eV: -77447.3575

Each line ends with the Löwdin charge.
Atoms and positions in Å:
Hf -0.40 0.40 -0.41  1.330
C -0.03 -3.44 2.31  -0.020
C -1.34 -3.19 1.65  -0.253
N -2.23 -4.16 1.65  0.125
C -3.44 -3.95 1.12  -0.101
C -3.87 -2.72 0.69  -0.146
C -5.27 -2.54 0.16  -0.200
O -5.35 -1.68 -0.96  -0.057
C -2.96 -1.64 0.71  -0.090
C -3.41 -0.30 0.51  -0.026
N -2.62 0.69 0.25  -0.056
C -3.15 1.98 0.16  -0.370
C -4.34 2.22 -0.52  -0.025
C -4.85 3.51 -0.60  -0.074
C -4.16 4.56 -0.02  -0.081
C -2.94 4.34 0.61  -0.122
C -2.45 3.06 0.71  -0.474
I -0.57 2.35 1.69  0.965
C -1.61 -1.92 1.07  -0.280
O -0.64 -1.04 0.91  -0.395
H 0.13 -4.51 2.43  0.081
H -0.04 -2.98 3.30  0.087
H 0.79 -2.99 1.75  0.050
H -4.08 -4.82 1.10  0.114
H -5.91 -2.09 0.92  0.133
H -5.69 -3.53 -0.09  0.125
H -4.91 -2.09 -1.71  0.077
H -4.46 -0.11 0.70  0.145
H -4.85 1.39 -0.99  0.118
H -5.78 3.68 -1.12  0.107
H -4.56 5.56 -0.06  0.104
H -2.39 5.17 1.03  0.104
F -1.25 5.42 -2.70  0.074
C -1.52 4.10 -2.72  -0.255
C -0.79 3.23 -1.94  -0.054
C -1.06 1.86 -1.94  -0.206
C -2.07 1.37 -2.80  -0.142
C -2.82 2.30 -3.55  -0.208
F -3.86 1.91 -4.32  0.054
C -2.57 3.65 -3.51  0.071
C -2.26 -0.09 -2.86  -0.197
C -2.99 -0.73 -3.87  0.017
C -3.05 -2.11 -3.91  -0.039
C -2.36 -2.85 -2.96  -0.034
C -1.66 -2.15 -1.99  -0.119
N -1.62 -0.82 -1.93  0.005
H 0.01 3.63 -1.33  0.103
H -3.17 4.34 -4.08  0.134
H -3.49 -0.16 -4.63  0.111
H -3.62 -2.60 -4.69  0.116
H -2.35 -3.93 -2.96  0.115
H -1.11 -2.68 -1.23  0.114
C 1.71 -2.50 -1.43  -0.094
N 1.14 -2.35 -2.76  -0.260
C 1.70 -3.30 -3.70  -0.102
C 1.20 -0.97 -3.28  -0.154
C 2.05 0.04 -2.52  -0.254
C 3.26 0.41 -3.10  -0.051
C 4.02 1.43 -2.57  -0.080
C 3.56 2.10 -1.45  -0.099
C 2.37 1.70 -0.85  -0.208
C 1.59 0.64 -1.33  -0.272
H 1.62 -3.55 -1.13  0.090
H 1.16 -1.88 -0.72  0.040
H 2.78 -2.23 -1.38  0.103
H 1.63 -4.30 -3.29  0.080
H 2.76 -3.10 -3.92  0.089
H 1.13 -3.26 -4.63  0.082
H 0.17 -0.58 -3.34  0.094
H 1.57 -1.01 -4.31  0.114
H 3.59 -0.08 -4.01  0.106
H 4.95 1.72 -3.04  0.100
H 4.11 2.94 -1.05  0.103
H 2.05 2.24 0.04  0.021
C 6.71 0.66 6.20  -0.055
C 5.49 0.65 5.33  -0.279
C 5.57 0.93 3.97  -0.026
C 4.45 0.89 3.16  -0.327
C 4.61 1.24 1.71  -0.104
C 3.20 0.56 3.69  -0.451
Te 1.51 0.23 2.34  0.890
C 3.10 0.31 5.06  -0.324
C 1.81 0.01 5.76  -0.091
C 4.25 0.35 5.85  -0.031
H 7.60 0.89 5.63  0.070
H 6.85 -0.31 6.68  0.079
H 6.60 1.41 6.99  0.079
H 6.53 1.17 3.54  0.109
H 5.66 1.35 1.46  0.075
H 4.10 2.18 1.50  0.072
H 4.18 0.47 1.08  0.046
H 1.01 -0.16 5.05  -0.006
H 1.54 0.86 6.40  0.083
H 1.92 -0.86 6.40  0.078
H 4.16 0.14 6.91  0.119

---

HOMO level readings, ordered: -8.5594, -11.6712, -10.1169, -6.4966 eV